No. 1
Formula: C3H10N2O
Source: OMol25
Level of theory: the ωB97M-V functional and the def2-TZVPD basis

CARTESIAN COORDINATES (ANGSTROEM)
C (-0.75259, 0.65789, 0.49171)
C (-0.92140, -0.41200, -0.44581)
C (0.60214, -1.33577, 0.10136)
N (0.13647, 1.67631, 0.28388)
N (1.83873, -0.60958, -0.04813)
O (-2.44774, 1.04943, -0.34387)
H (-2.26703, 1.92071, -0.72519)
H (-1.05406, 0.48691, 1.51960)
H (0.61901, 1.64676, -0.60738)
H (0.77255, 1.84048, 1.05552)
H (2.43832, -0.69733, 0.76682)
H (2.35810, -0.95018, -0.85101)
H (-1.71013, -1.12090, -0.23107)
H (-0.67075, -0.23020, -1.48535)
H (0.54622, -2.18069, -0.59020)
H (0.51216, -1.74184, 1.10913)

Forces on the atoms, in the same order (eV/Å):
C -3.062 1.476 -1.775
C 5.119 -3.224 1.755
C -2.017 -0.186 -1.367
N -0.057 -0.270 0.207
N 0.528 0.063 -0.249
O 0.676 1.254 1.213
H -0.186 -0.014 0.141
H 0.106 0.054 -0.107
H -0.032 -0.126 0.319
H -0.262 0.198 -0.198
H -0.140 0.010 -0.228
H -0.006 0.151 0.216
H -0.103 0.281 -0.222
H -0.356 0.216 0.095
H 0.164 -0.122 0.164
H -0.374 0.241 0.036

Results
Energy in eV: -8297.66436
Multiplicity: 1
Largest force on an atom in eV/Å: 6.30
HOMO level in eV: -7.61
HOMO-LUMO gap in eV: 8.40

---

No. 2
Formula: C23H50FNO10P2
Source: OMol25
Level of theory: the ωB97M-V functional and the def2-TZVPD basis

CARTESIAN COORDINATES (ANGSTROEM)
C (4.15856, 1.69204, -0.65349)
C (4.73071, 0.15382, -0.90713)
F (5.99613, 0.13093, -1.71752)
C (3.62226, -0.85738, -1.57848)
O (4.00087, -2.17103, -0.96043)
C (3.26050, -2.52148, 0.26178)
O (3.46599, -3.53727, 1.11210)
C (2.07390, -1.34281, 0.28069)
C (2.00935, -0.60178, -1.21653)
C (0.95074, -1.57955, -2.06453)
C (-0.13494, -0.74018, -2.96101)
C (-1.16813, 0.20091, -2.10446)
C (-1.58047, -0.38136, -0.62817)
C (-2.96136, 0.30125, 0.00051)
N (-4.15102, 0.23691, -0.93675)
H (3.75932, 1.86426, 0.43789)
H (3.30236, 1.99273, -1.39756)
H (5.07554, 2.42071, -0.84528)
H (5.00361, -0.25647, 0.17877)
H (3.91675, -0.94079, -2.70777)
H (1.12817, -1.93169, 0.63897)
H (2.24181, -0.50826, 1.11021)
H (1.68141, 0.52085, -1.26270)
H (0.48028, -2.42154, -1.38562)
H (1.64612, -2.15790, -2.84377)
H (-0.75331, -1.47480, -3.66972)
H (0.44148, -0.01245, -3.70532)
H (-2.17268, 0.29474, -2.73995)
H (-0.79254, 1.32616, -1.97603)
H (-0.71083, -0.04127, 0.11589)
H (-1.67548, -1.54671, -0.57122)
H (-3.30135, -0.24670, 1.00016)
H (-2.79298, 1.45665, 0.24880)
H (-4.09238, 1.05309, -1.60344)
H (-4.17469, -0.64405, -1.49965)
C (3.78519, 4.51152, 5.41857)
C (2.78401, 5.01964, 4.40042)
O (3.30194, 6.13260, 3.69722)
P (4.38818, 5.84374, 2.48064)
O (3.31369, 5.42438, 1.44762)
O (4.49532, 7.41838, 1.94686)
C (4.31166, 7.71670, 0.56885)
C (2.90248, 8.22592, 0.32524)
O (5.58870, 6.31229, 3.63482)
C (6.92257, 5.97963, 3.28179)
C (7.46316, 6.88605, 2.19219)
H (4.66145, 4.08522, 4.92181)
H (3.33866, 3.73771, 6.04951)
H (4.14159, 5.32845, 6.05579)
H (2.49901, 4.22659, 3.70187)
H (1.87644, 5.35187, 4.91427)
H (4.54192, 6.84831, -0.05708)
H (5.02940, 8.49809, 0.30175)
H (2.14718, 7.53276, 0.70590)
H (2.72579, 8.38241, -0.74284)
H (2.74516, 9.17483, 0.84831)
H (6.97076, 4.93062, 2.97821)
H (7.53343, 6.09539, 4.18390)
H (6.97945, 6.67033, 1.23408)
H (8.53913, 6.73979, 2.06217)
H (7.27188, 7.93902, 2.42355)
C (-9.00801, -4.73574, -2.02645)
C (-7.95081, -3.90287, -1.32946)
O (-7.00001, -4.73083, -0.68767)
P (-5.82663, -5.43258, -1.62263)
O (-4.95943, -4.15348, -1.71973)
O (-4.95971, -6.10012, -0.36616)
C (-3.55968, -5.87243, -0.26756)
C (-3.27618, -4.77446, 0.74167)
O (-6.79554, -6.86169, -1.51415)
C (-6.46239, -7.88419, -2.44043)
C (-5.17857, -8.59704, -2.06002)
H (-8.57597, -5.28754, -2.86622)
H (-9.81152, -4.10090, -2.41066)
H (-9.43589, -5.47546, -1.34076)
H (-7.45468, -3.22923, -2.03529)
H (-8.42135, -3.28672, -0.55677)
H (-3.12712, -5.64325, -1.24699)
H (-3.09691, -6.80379, 0.07225)
H (-3.83228, -3.86024, 0.51626)
H (-2.20881, -4.53651, 0.76644)
H (-3.58763, -5.08867, 1.74319)
H (-6.39168, -7.45980, -3.44532)
H (-7.28900, -8.60327, -2.43821)
H (-4.31321, -7.94464, -2.21503)
H (-5.03426, -9.49219, -2.67147)
H (-5.18455, -8.88417, -1.00343)

Forces on the atoms, in the same order (eV/Å):
C 0.935 0.300 -0.854
C -0.700 0.726 1.313
F -3.021 0.200 1.629
C 0.885 0.024 0.397
O -1.527 -1.056 2.032
C 0.270 -1.424 1.598
O -1.035 6.787 -6.124
C -0.262 0.240 1.407
C 0.317 -2.487 1.171
C 1.319 -0.003 -1.625
C 0.005 0.369 -0.326
C -1.220 0.141 -0.041
C 0.486 1.016 1.035
C 0.010 0.003 -0.023
N 1.084 0.691 -0.538
H 0.879 -0.612 -2.141
H 1.776 -0.645 1.354
H -2.007 -1.473 0.506
H -0.303 0.670 -2.654
H -0.881 -0.002 2.088
H 1.538 1.367 -0.991
H 0.115 -1.995 -1.535
H 0.756 -2.292 0.443
H 0.811 2.038 -1.316
H -1.600 1.067 1.577
H 1.352 1.460 1.776
H -1.032 -1.630 1.583
H 2.191 -0.215 1.276
H -0.563 -2.528 -0.237
H -1.724 -1.022 -1.472
H 0.154 2.171 -0.363
H 1.096 1.124 -2.076
H -0.227 -2.606 -0.485
H -0.108 -1.474 0.891
H 0.185 1.051 0.743
C 0.142 -0.124 0.202
C -0.166 -0.132 0.443
O 0.426 -0.688 -0.127
P -5.775 8.093 1.669
O 3.515 -3.056 0.367
O 1.175 -0.927 -0.393
C -0.357 0.210 -0.321
C -0.228 0.091 0.045
O 0.048 -3.443 -1.665
C 1.056 0.297 0.101
C 0.031 0.071 -0.333
H -0.019 -0.058 0.075
H 0.042 0.043 -0.068
H -0.135 -0.132 -0.126
H -0.087 0.010 -0.004
H 0.098 0.068 -0.175
H -0.177 0.084 0.092
H 0.044 -0.034 0.168
H 0.202 -0.071 -0.120
H 0.027 0.015 0.083
H 0.103 -0.078 -0.107
H 0.235 -0.018 0.091
H -0.222 -0.075 -0.039
H 0.096 0.072 0.023
H -0.098 -0.034 0.056
H 0.032 -0.223 0.047
C -0.215 -0.111 -0.132
C -0.472 0.174 0.022
O 0.012 -0.114 -0.822
P -0.153 1.755 9.928
O -0.844 -1.982 -4.104
O 0.253 -0.634 -1.383
C 0.335 0.269 0.275
C -0.037 0.169 0.181
O 0.883 1.561 -3.373
C 0.012 -1.078 -0.161
C 0.342 -0.013 -0.009
H -0.086 0.031 -0.032
H 0.079 -0.044 0.009
H 0.085 0.191 -0.080
H -0.004 0.072 0.053
H 0.196 -0.093 -0.016
H -0.079 0.113 0.164
H -0.167 -0.042 -0.017
H 0.090 -0.125 -0.170
H -0.056 -0.051 0.025
H 0.098 -0.039 -0.133
H -0.081 -0.216 -0.100
H 0.011 0.234 0.022
H -0.004 -0.120 0.028
H -0.065 0.093 0.022
H -0.092 0.056 -0.203

Results
Energy in eV: -67913.18051
SMILES: C[C@H](F)[C@H]1OC(=O)C[C@@H]1CCCCCN.CCOP(=O)(OCC)OCC.CCOP(=O)(OCC)OCC
Multiplicity: 1
Largest force on an atom in eV/Å: 10.08
HOMO level in eV: -9.16
HOMO-LUMO gap in eV: 7.01

---

No. 3
Formula: C4H10N4
Source: OMol25
Level of theory: the ωB97M-V functional and the def2-TZVPD basis

CARTESIAN COORDINATES (ANGSTROEM)
H (2.64349, -2.05261, -0.73363)
N (1.89482, -1.41395, -0.76141)
C (1.19970, -1.51727, 0.30853)
N (-0.03265, -0.93081, 0.41411)
C (-0.38643, 0.28415, 0.04950)
N (-1.71075, 0.45611, -0.32555)
C (-2.53576, -0.68439, -0.11898)
N (0.30029, 1.47826, -0.15955)
C (1.69278, 1.58105, 0.16746)
H (1.25448, -2.24952, 1.19197)
H (-2.12954, 1.25505, 0.22297)
H (-2.69246, -0.79724, 0.99474)
H (-3.51024, -0.58748, -0.74912)
H (-1.96025, -1.65366, -0.35684)
H (-0.23663, 2.03674, -0.79599)
H (1.97311, 2.65310, 0.21195)
H (2.33856, 1.10378, -0.63933)
H (1.89748, 1.03870, 1.07918)

Forces on the atoms, in the same order (eV/Å):
H 1.336 -0.917 0.029
N -0.841 0.559 0.822
C -0.912 -0.771 0.265
N -0.235 2.743 0.215
C 0.765 -0.852 -0.927
N -0.601 1.716 1.235
C -1.377 -2.397 0.100
N -0.807 -2.422 1.196
C 1.204 0.560 -2.011
H 0.923 0.767 -1.346
H 0.723 -0.906 -1.166
H -0.572 -0.046 -1.108
H 1.654 -0.281 1.370
H -1.086 1.696 -0.144
H 0.633 0.568 -0.180
H -0.113 -0.671 0.369
H -0.689 0.473 0.930
H -0.003 0.182 0.352

Results
Energy in eV: -10269.29397
SMILES: [H]/N=C/N=C(NC)NC
Multiplicity: 1
Largest force on an atom in eV/Å: 2.82
HOMO level in eV: -8.86
HOMO-LUMO gap in eV: 9.80

---

No. 4
Formula: C10H16N
Source: OMol25
Level of theory: the ωB97M-V functional and the def2-TZVPD basis

CARTESIAN COORDINATES (ANGSTROEM)
C (-2.37190, -1.12237, 2.23843)
C (-1.62623, 0.13527, 1.97477)
C (-2.37639, 1.41882, 2.00253)
C (-0.20895, 0.15284, 2.11290)
C (0.52679, 1.37931, 2.17157)
C (1.91456, 1.37389, 2.22392)
C (2.62504, 0.16806, 2.20375)
C (1.93094, -1.04808, 2.14888)
C (0.54152, -1.06636, 2.11254)
H (-2.15188, -1.90376, 1.49862)
H (-2.10371, -1.53500, 3.22382)
H (-3.45362, -0.94748, 2.22465)
H (-1.95909, 2.16599, 1.31423)
H (-3.42680, 1.26944, 1.72873)
H (-2.35418, 1.86242, 3.01128)
H (-0.02037, 2.32480, 2.20799)
H (2.44342, 2.32795, 2.28941)
H (3.71285, 0.17334, 2.21866)
H (2.47207, -1.99862, 2.14446)
H (0.00320, -2.01983, 2.09311)
C (-1.26076, 0.53209, -1.93119)
N (-1.60563, -0.37395, -0.86724)
H (-1.51580, 0.06770, -2.89139)
H (-1.76356, 1.51186, -1.86290)
H (-0.17550, 0.69637, -1.91378)
H (-1.22256, -0.11180, 0.03184)
H (-2.59011, -0.61824, -0.81555)

Forces on the atoms, in the same order (eV/Å):
C -0.651 -0.172 -0.449
C 0.688 0.373 2.228
C -0.504 0.238 -0.856
C 0.627 -0.104 -0.579
C 0.030 -0.180 -0.009
C -0.366 0.393 0.100
C -0.496 -0.133 -0.126
C -0.307 -0.321 0.075
C 0.013 0.133 0.088
H 0.064 0.128 0.080
H 0.079 0.221 -0.270
H 0.296 -0.047 -0.015
H -0.049 -0.200 0.232
H 0.248 0.004 0.132
H 0.093 -0.303 -0.125
H 0.355 -0.311 -0.076
H -0.141 -0.384 -0.043
H -0.221 0.007 0.036
H -0.160 0.421 -0.012
H 0.370 0.375 -0.095
C 0.135 0.513 -0.327
N -0.184 -0.739 0.478
H 0.070 0.191 0.195
H 0.132 -0.190 -0.151
H -0.280 -0.021 -0.100
H -0.085 -0.081 -0.435
H 0.245 0.189 0.023

Results
Energy in eV: -12111.66580
Multiplicity: 1
Total charge: +1
Largest force on an atom in eV/Å: 2.36
HOMO level in eV: -12.52
HOMO-LUMO gap in eV: 6.39

---

Look up the HOMO-LUMO gap of the fourth one. 6.39 eV